No. 1
Entry from the Open Molecules 2025 dataset: 22 unconnected molecules or ions with the total composition C70H166Cl18O32 at a distorted geometry (wB97M-V/def2-TZVPD).

Geometry (Å):
Cl1 -6.7900 -1.9879 6.5560
Cl2 6.6620 -3.6405 0.4173
Cl3 2.2958 3.2166 -2.2201
Cl4 -0.8377 -2.9649 2.7913
Cl5 7.1621 1.6387 5.1566
Cl6 5.0952 3.2345 -1.2267
Cl7 2.0742 -2.8575 2.8700
Cl8 6.9732 -0.8513 3.5916
Cl9 -5.0501 -2.4832 -1.9882
Cl10 5.8644 -0.8907 -0.2101
Cl11 8.6933 -1.5519 0.2678
Cl12 -5.4681 0.2965 5.3346
Cl13 -3.8349 -1.7898 6.3915
Cl14 -2.7160 -3.7022 -0.4653
Cl15 0.5688 -3.1600 0.3964
Cl16 4.5651 3.9308 -4.0707
Cl17 -5.1451 -5.2172 -1.0821
Cl18 4.6935 0.1519 5.2091
O1 11.6875 2.6799 1.4706
O2 3.4162 -7.8812 4.2619
O3 -7.2960 -3.1639 0.5304
O4 5.1415 -7.2223 -3.4584
O5 -0.2930 10.1616 -3.3348
O6 -3.4832 2.3361 -2.8018
O7 -2.5032 -4.8154 -5.2151
O8 -0.0436 4.5181 1.6145
O9 4.5096 -4.6578 -2.9655
O10 -1.1587 -6.9363 2.3466
O11 -0.1003 2.1974 -6.0465
O12 -2.0358 -7.2932 -3.8992
O13 -1.7254 4.1855 3.9670
O14 8.9132 2.0850 0.9920
O15 -1.8935 8.1650 -1.7998
O16 -0.5019 -0.4123 -4.6142
O17 4.7628 -5.2957 4.6830
O18 -5.3984 1.9179 1.2854
O19 4.0124 -0.5544 -2.9501
O20 -1.6343 -0.4298 0.5245
O21 -1.1262 0.7586 6.6696
O22 -5.3500 -3.9091 2.6343
O23 3.7273 4.1814 4.0927
O24 -8.1479 1.8027 -6.6928
O25 6.2417 5.1053 5.5140
O26 -5.3050 4.7652 0.7729
O27 1.0964 0.4090 0.2115
O28 -5.7028 3.7613 -3.8457
O29 -3.7061 -7.9399 2.5319
O30 0.3456 -0.2110 4.1075
O31 6.3070 -1.5950 -4.0046
O32 -7.9187 0.5153 -3.3086
C1 -7.3895 2.5792 -7.5568
C2 5.9128 -0.2876 -4.4810
C3 -0.6734 5.0302 3.8902
C4 -6.8180 2.0596 1.1548
C5 -6.3378 4.9373 -4.1341
C6 0.6992 3.3219 -6.1798
C7 -2.9183 3.4160 -2.1250
C8 5.8258 5.5810 4.1687
C9 4.2987 5.4633 3.9683
C10 7.1327 -2.1526 -0.4171
C11 2.4682 0.1657 -0.0599
C12 -4.2562 -3.8836 3.5769
C13 -1.1474 -1.6304 -4.1179
C14 -4.5077 -3.5837 -0.7258
C15 -7.5765 -3.1212 1.9116
C16 -1.1089 1.4454 5.4271
C17 -1.5246 1.5665 7.7593
C18 5.1466 -4.4083 3.6177
C19 0.4159 4.4984 2.9773
C20 -0.2988 10.8685 -4.5266
C21 7.3175 -2.2205 -4.7619
C22 -1.8264 -7.2997 1.1310
C23 3.8945 3.9451 -2.3880
C24 -2.9986 -0.4670 0.9584
C25 -8.2505 -0.6438 -2.5888
C26 -1.4983 10.4533 -2.6050
C27 -0.3839 1.9936 -4.6469
C28 -2.6150 4.4316 5.0412
C29 0.0783 -6.3512 2.1868
C30 7.4893 2.0471 1.2383
C31 0.9111 4.0139 0.6443
C32 -3.3918 -4.0259 -5.9976
C33 7.6264 5.0091 5.6809
C34 3.0191 -9.1948 4.6160
C35 -3.3570 -7.1008 1.3867
C36 -1.2435 0.5830 -0.3922
C37 -1.9709 -6.0357 -3.2887
C38 -2.9509 -5.0734 -3.9178
C39 5.3440 -8.4431 -4.2066
C40 -1.6322 7.1226 -0.8340
C41 2.9470 -0.9834 -3.8402
C42 -4.8969 5.9014 -0.0167
C43 -0.9446 0.3818 4.2767
C44 5.8226 -5.1191 -2.5880
C45 4.2229 3.1967 3.1329
C46 1.3246 0.6887 3.4976
C47 12.8628 2.6859 0.7182
C48 -5.8377 3.2087 -2.5866
C49 3.9521 -3.7328 -2.0415
C50 -5.0503 -7.6138 2.9692
C51 -5.3578 -0.8800 6.5875
C52 -7.6183 1.6555 -5.3918
C53 -1.2866 0.7733 -4.4497
C54 11.1403 1.3993 1.7651
C55 -1.5050 9.4792 -1.3896
C56 0.5789 -2.3733 1.9772
C57 -4.7658 2.8534 2.2071
C58 -4.8336 1.9842 -2.3509
C59 -8.3004 0.4497 -4.7221
C60 -8.4014 -3.7376 -0.1788
C61 6.1869 -6.2527 -3.5102
C62 0.1892 0.3543 -0.8965
C63 3.0220 -6.8441 5.1984
C64 -0.8891 -8.0854 -3.7935
C65 -4.2631 4.1389 1.5257
C66 -6.3225 -2.8939 2.8006
C67 6.4296 0.0054 5.0982
C68 4.9586 0.3228 -3.5086
C69 9.6918 1.7281 2.1246
C70 3.3593 -5.4803 4.7260
H1 -0.5563 9.3655 -0.8651
H2 4.2029 -4.0247 -1.0216
H3 0.5311 -1.2939 1.8330
H4 -2.1359 4.3048 6.0120
H5 1.8467 4.5698 0.5836
H6 8.0229 4.2287 5.0314
H7 -0.5891 6.8703 -0.6432
H8 0.4938 1.7943 -4.0320
H9 13.2108 3.6508 0.3496
H10 1.9297 -9.1840 4.6485
H11 -3.7666 -2.9125 3.5038
H12 7.1725 1.0089 1.3372
H13 3.7573 5.0011 -2.1554
H14 13.6583 2.3401 1.3783
H15 -2.4448 2.1329 7.6163
H16 -3.6172 -0.5813 0.0682
H17 7.1601 2.6201 2.1051
H18 -7.7562 2.5868 -4.8424
H19 6.2336 6.5652 3.9382
H20 3.7432 2.2421 3.3490
H21 4.8685 -4.7416 2.6178
H22 -9.3756 0.4916 -4.8960
H23 -5.2541 1.2045 -2.9860
H24 0.6293 10.6693 -5.0622
H25 4.0845 5.8319 2.9651
H26 3.2189 -1.2551 -4.8602
H27 -0.9660 -5.6625 -3.4861
H28 5.8991 -9.1753 -3.6203
H29 -0.6291 -8.1427 -2.7365
H30 -7.2925 1.3246 0.5046
H31 -1.0702 -9.0314 -4.3039
H32 -3.0915 3.3460 -1.0512
H33 -3.4783 3.7742 4.9382
H34 -5.2991 3.1784 3.1004
H35 3.7679 6.1366 4.6413
H36 -7.1523 3.0203 0.7630
H37 4.3841 -8.8572 -4.5148
H38 2.3735 -1.7998 -3.4012
H39 2.5940 -0.6015 -0.8239
H40 -7.4148 4.9484 -3.9664
H41 11.6990 0.8014 2.4850
H42 0.4127 1.1746 -1.5786
H43 -2.1137 -1.5611 -4.6174
H44 -3.5195 -6.0449 1.6031
H45 -4.0128 4.8543 2.3092
H46 -5.2671 -6.5534 2.8402
H47 -1.2610 0.7440 3.2985
H48 -7.7340 -1.4599 -3.0941
H49 5.5536 -0.3088 -5.5099
H50 6.9628 2.4798 0.3876
H51 2.9518 -4.7063 5.3763
H52 0.0654 4.1991 -6.0493
H53 -1.5401 11.5288 -2.4327
H54 4.4872 1.0914 -4.1212
H55 -8.4897 -4.7706 0.1577
H56 -3.1850 0.4489 1.5191
H57 -1.2827 -1.6215 -3.0363
H58 2.3424 0.3020 3.5482
H59 -6.6332 -2.8685 3.8451
H60 2.9770 -0.1583 0.8480
H61 6.7772 -0.6064 5.9307
H62 5.5499 0.7566 -2.7023
H63 -1.9912 -6.0357 -2.1989
H64 -6.8731 2.8772 -2.5090
H65 4.4415 -2.7631 -2.1325
H66 -5.8554 -1.9325 2.5870
H67 2.9090 -5.3080 3.7484
H68 -3.5393 -4.6806 3.3798
H69 -5.8290 5.7216 -3.5736
H70 4.7776 -3.3999 3.8050
H71 -8.2390 -2.2824 2.1250
H72 -2.0339 1.9713 5.1908
H73 -1.7173 0.9740 8.6536
H74 -4.7854 1.6976 -1.3004
H75 0.2210 -5.8380 3.1378
H76 -6.5412 1.4911 -5.4208
H77 -5.9027 -8.0133 2.4199
H78 -2.2475 9.7071 -0.6248
H79 1.4046 1.6187 4.0605
H80 0.5433 3.4610 3.2866
H81 -4.9844 -3.3370 0.2228
H82 -8.2442 -3.8079 -1.2551
H83 0.3227 -0.5597 -1.4750
H84 -0.0521 -7.6198 -4.3138
H85 -4.7248 -4.1008 4.5368
H86 8.1567 5.9280 5.4308
H87 -2.9525 -3.6849 -6.9351
H88 7.3558 -3.2073 -4.3006
H89 6.2278 -4.4685 3.7422
H90 -2.9055 5.4813 4.9996
H91 -1.6405 -8.3367 0.8511
H92 -8.1579 -3.9906 2.2186
H93 -1.5805 0.8736 -3.4049
H94 -5.1255 -7.8570 4.0291
H95 -2.0138 7.4687 0.1266
H96 -4.3338 5.5909 -0.8968
H97 -4.2858 6.6320 0.5133
H98 1.0728 0.9619 2.4728
H99 5.8586 -8.1781 -5.1303
H100 -9.3256 -0.8220 -2.5671
H101 -7.8803 -0.4530 -5.1656
H102 2.1994 -0.2021 -3.9772
H103 -2.9424 -4.2327 -3.2240
H104 -3.1257 -1.3575 1.5741
H105 7.2900 -2.3529 -1.4769
H106 -1.9217 0.5589 -1.2453
H107 0.8851 -7.0743 2.0669
H108 -2.3903 10.3000 -3.2124
H109 1.1522 2.9766 0.8768
H110 7.0514 -2.3604 -5.8097
H111 5.3037 3.2126 2.9924
H112 0.4317 3.9686 -0.3336
H113 -1.7030 -0.3821 4.4486
H114 7.7985 4.5881 6.6714
H115 -7.3120 1.9663 2.1219
H116 -3.9753 -5.4433 -3.9610
H117 -3.2851 4.4048 -2.4003
H118 -0.1309 5.2520 4.8093
H119 -3.9393 -7.4246 0.5241
H120 3.2373 -9.9952 3.9089
H121 -5.7606 6.4750 -0.3529
H122 -7.8973 -0.6409 -1.5576
H123 -1.2234 10.6702 -5.0687
H124 -1.0290 5.9749 3.4788
H125 8.3199 -1.8021 -4.6716
H126 -2.2605 6.2906 -1.1516
H127 5.7565 -5.4945 -1.5668
H128 -1.8479 3.4893 -2.3173
H129 3.4503 -7.1017 6.1670
H130 -2.1195 0.6253 -5.1370
H131 -6.0531 5.2696 -5.1324
H132 -6.9727 3.4382 -7.0308
H133 3.7762 3.4811 2.1802
H134 7.1200 -6.6443 -3.1051
H135 -3.8574 2.4377 2.6431
H136 1.1441 3.2808 -7.1740
H137 -9.3426 -3.2544 0.0832
H138 6.2664 -5.8184 -4.5068
H139 -1.3700 1.6120 -0.0556
H140 12.9051 2.0429 -0.1609
H141 6.3282 4.9603 3.4268
H142 -0.5774 -2.5110 -4.4138
H143 -3.7392 -3.1083 -5.5228
H144 1.5717 3.2697 -5.5286
H145 -0.2827 11.9556 -4.4482
H146 -4.1853 -4.7027 -6.3146
H147 -0.7573 2.2949 8.0214
H148 1.9434 -6.9027 5.3443
H149 6.6323 -4.3895 -2.5934
H150 9.6737 2.4539 2.9376
H151 11.2495 0.8416 0.8349
H152 1.3392 5.0659 3.0929
H153 -6.5161 2.0974 -7.9963
H154 9.3091 0.8011 2.5517
H155 6.8438 0.2792 -4.4838
H156 2.8733 -3.7233 -2.1972
H157 -5.2266 -0.4414 7.5767
H158 3.3914 -9.4600 5.6055
H159 -5.6919 3.9544 -1.8051
H160 2.9451 1.0542 -0.4737
H161 0.1252 -5.7291 1.2930
H162 -3.3255 4.0340 0.9798
H163 -7.9649 3.0475 -8.3553
H164 -1.4733 -6.7410 0.2642
H165 -0.2900 2.1640 5.4605
H166 -0.9479 2.8359 -4.2464

**Orbital gap**: 9.18 eV
**Molecular weight**: 2158.2 g mol⁻¹

Here are the Mulliken charges for atoms 1 to 4, given in e:
1. Cl -0.15
2. Cl -0.07
3. Cl 0.04
4. Cl -0.06

=====

No. 2
Entry from the Open Molecules 2025 dataset: a molecular structure, C17H28BF4N3O20Tl at a distorted geometry (wB97M-V/def2-TZVPD).

Geometry (Å):
Tl1 -6.0232 5.7247 -2.9367
F1 -2.6207 -6.2947 -6.3059
F2 3.7677 6.0582 -4.6513
F3 1.3459 -6.0954 2.8847
F4 -3.2366 -3.0485 4.7288
O1 4.7701 9.6307 -3.2734
O2 -1.8679 2.5020 -0.9321
O3 2.7269 -0.6506 4.3793
O4 -0.7702 -3.9287 -6.6686
O5 -3.1427 1.1863 -2.0938
O6 4.0207 -1.4310 -1.6067
O7 -0.9423 -6.7874 0.6805
O8 3.4627 7.8121 -3.3819
O9 1.1553 -5.0056 -6.3443
O10 3.7220 8.9067 -5.1667
O11 -2.6963 4.7928 4.3809
O12 -0.7420 -5.8171 -5.4553
O13 -4.1399 -5.6294 5.8246
O14 -6.4821 -5.3765 5.4664
O15 4.6447 -0.1336 -3.1325
O16 -5.1185 -3.6142 5.7940
O17 3.4788 0.3170 6.1780
O18 -1.2007 6.3317 4.3840
O19 -1.5560 -8.6659 1.7850
O20 0.5695 -7.9295 1.9089
N1 4.5103 -0.3934 -1.9658
N2 3.3618 -0.6109 5.4097
N3 -1.5080 5.1727 4.4234
C1 1.1558 -6.6320 1.6960
C2 -2.2592 1.3614 -1.2477
C3 2.8650 7.0160 -4.3776
C4 -0.0402 -4.9201 -6.1638
C5 -0.7051 -7.8604 1.5223
C6 4.0291 8.8260 -3.8785
C7 -5.3653 -4.9447 5.7602
C8 4.0531 -1.8730 5.8282
C9 -0.5411 4.0421 4.4476
C10 5.0564 0.6064 -1.0503
C11 -3.2167 -4.7042 6.4067
C12 -2.1020 -5.4039 -5.4985
C13 0.1108 -5.8559 0.9328
C14 -1.5495 0.1294 -0.7191
C15 -2.0704 -4.0627 -6.1386
C16 2.7919 7.9714 -5.5663
C17 -3.7114 -3.3563 5.9227
B1 -2.6849 9.0354 -3.5708
H1 -1.0408 -0.4160 -1.5140
H2 0.4870 -5.6999 -0.0783
H3 -3.4999 -2.4688 6.5191
H4 2.0956 -6.5800 1.1464
H5 -3.3600 -4.6057 7.4828
H6 -2.1163 -3.2000 -5.4739
H7 1.8820 6.5696 -4.2277
H8 -0.8064 0.2398 0.0707
H9 5.2123 1.5553 -1.5634
H10 -2.1865 -4.9272 6.1290
H11 1.7999 8.4231 -5.5776
H12 -2.7646 -3.9720 -6.9741
H13 -2.2688 -0.5735 -0.2989
H14 -2.2378 8.0582 -3.6688
H15 -0.7496 3.5608 3.4921
H16 -2.7041 -5.3342 -4.5926
H17 -3.2262 9.1057 -2.6401
H18 4.9560 -1.6346 6.3903
H19 -1.9153 9.7915 -3.5880
H20 3.2031 -2.3390 6.3266
H21 -0.6753 3.4546 5.3558
H22 4.3476 0.5838 -0.2226
H23 -3.3827 9.0617 -4.3934
H24 3.0726 7.6296 -6.5626
H25 0.4425 4.4950 4.3233
H26 -0.2260 -4.9088 1.3543
H27 4.3742 -2.3799 4.9182
H28 5.9816 0.1138 -0.7514

**Orbital gap**: 1.77 eV
**Net charge**: +1
**Energy relative to the best compared isomer or geometry (same formula, charge and spin)**: 4.960 eV
**Molecular weight**: 885.6 g mol⁻¹

Here are the Mulliken charges for atoms 1 to 4, given in e:
1. Tl 0.99
2. F -0.27
3. F -0.28
4. F -0.27

=====

No. 3
Entry from the Open Molecules 2025 dataset: C5H14N2 in the gas phase at a distorted geometry (wB97M-V/def2-TZVPD).

Geometry (Å):
N1 -0.1601 -0.5844 0.4050
N2 -0.6653 -0.0418 1.6958
C1 -2.0915 -0.0713 0.5422
C2 1.3670 -0.5935 -1.5086
C3 2.2378 -0.1521 0.8368
C4 -2.1790 0.9696 -0.5502
C5 1.0720 0.0141 -0.1406
H1 -3.2246 1.1069 -0.8347
H2 1.9090 0.1101 1.8455
H3 1.5998 -1.6576 -1.4124
H4 0.5068 -0.4930 -2.1736
H5 -0.0189 -1.5769 0.5720
H6 -1.8060 1.9333 -0.1999
H7 -2.3697 -1.0653 0.2031
H8 0.8528 1.0851 -0.2641
H9 -2.7821 0.1607 1.3482
H10 2.5800 -1.1864 0.8388
H11 3.0738 0.4876 0.5528
H12 -1.6144 0.6841 -1.4339
H13 -0.5133 0.9691 1.6451
H14 2.2262 -0.0983 -1.9673

**Orbital gap**: 8.43 eV
**SMILES**: CCNNC(C)C
**Energy relative to the best compared isomer or geometry (same formula, charge and spin)**: 4.158 eV
**Molecular weight**: 102.2 g mol⁻¹

Here are the Mulliken charges for atoms 1 to 4, given in e:
1. N -0.10
2. N -0.77
3. C -0.23
4. C -1.41

=====

No. 4
Entry from the Open Molecules 2025 dataset: a gas-phase ion, C8H12N3O3 (charge +1) at a distorted geometry (wB97M-V/def2-TZVPD).

Geometry (Å):
O1 0.0643 -2.5595 -0.5871
O2 2.3164 1.1972 -0.1375
O3 2.0518 1.9033 -2.1248
N1 0.0571 0.7532 1.3523
N2 1.7389 1.1657 -1.2318
N3 0.9205 -1.6049 2.7078
C1 0.5876 0.2614 -1.3276
C2 -1.1237 1.9065 -0.4844
C3 0.6797 -0.1799 0.7021
C4 -0.7784 1.7745 0.8356
C5 -1.9002 -0.0513 -1.8524
C6 -0.7275 0.9255 -1.5975
C7 1.0600 -1.4910 1.2764
C8 0.2135 -2.5375 0.5802
H1 -1.8583 -0.4177 -2.8131
H2 -0.1660 -3.3300 1.1716
H3 -1.8194 2.8404 -0.8660
H4 1.7093 -1.8774 3.3670
H5 2.1398 -1.8125 1.0235
H6 -2.7258 0.5836 -1.9653
H7 -1.9554 -0.7528 -1.0608
H8 0.2835 -0.9365 3.1926
H9 0.1997 0.8398 2.4462
H10 -1.0067 2.3794 1.7361
H11 -0.6690 1.6587 -2.4518
H12 0.7081 -0.6385 -1.8913

**Orbital gap**: 8.90 eV
**Net charge**: +1
**Energy relative to the best compared isomer or geometry (same formula, charge and spin)**: 7.064 eV
**Molecular weight**: 198.2 g mol⁻¹

Here are the Mulliken charges for atoms 1 to 4, given in e:
1. O -0.38
2. O -0.55
3. O -0.54
4. N -0.01

=====

Among the records above, which one has the lowest orbital gap?
C17H28BF4N3O20Tl